(1)
48
Properties=species:S:1:pos:R:3:forces:R:3:lowdin_spin:R:1 method="wB97M-V/def2-TZVPD" lumo_energy_ev="-15.64 / -15.07" orbital_gap_ha="0.2487 / 0.2696" energy_ha=-4022.1595 total_charge=+4 multiplicity=2
As -4.68454 -8.60740 -5.27312 1.06 -0.82 2.06 0.00
V -6.63789 -11.56954 -5.30113 -0.70 0.35 0.48 1.12
O -5.54195 -10.22418 -5.21140 -1.45 -1.77 -0.68 -0.05
N -6.78821 -12.07509 -3.24526 0.93 -1.11 -0.44 -0.01
N -6.22204 -13.63207 -5.58214 -0.45 0.42 2.06 -0.02
N -7.37169 -11.70559 -7.27706 0.07 -2.06 0.03 -0.01
N -8.65212 -11.57734 -4.95624 0.45 0.32 -1.15 -0.02
C -9.12113 -11.52357 -3.68670 -0.94 0.00 -0.83 0.00
C -4.45799 -8.39754 -3.36936 1.20 0.23 -1.09 0.00
C -5.89790 -7.43703 -6.03453 -1.02 0.18 -1.66 0.00
C -9.53500 -11.47930 -6.02678 2.27 -0.04 -0.16 0.00
C -2.98971 -9.05658 -5.96745 0.07 -1.30 -0.79 0.00
C -8.08796 -11.75467 -2.65410 -0.88 1.15 0.69 0.00
C -8.82882 -11.49140 -7.37448 -1.91 0.81 0.41 0.00
C -10.48329 -11.35225 -3.44340 0.70 -0.52 -0.96 0.00
C -11.37469 -11.34182 -4.54692 1.04 0.84 0.88 0.00
C -7.03748 -14.18497 -6.71252 0.78 -0.62 -0.82 0.00
C -6.97460 -13.12916 -7.84419 0.30 -0.28 -0.20 0.01
C -6.26187 -13.50047 -2.99676 -0.44 1.04 -1.24 0.00
C -6.50997 -14.34496 -4.21069 -1.14 -0.17 -1.48 0.00
C -10.86719 -11.32595 -5.87019 -1.12 -0.55 1.03 0.00
H -6.43127 -6.85944 -5.28781 0.00 0.05 0.20 0.00
H -2.41259 -8.14570 -6.00793 0.38 0.38 0.04 0.00
H -6.73557 -13.92915 -2.14654 -0.57 -0.33 0.73 0.00
H -5.45648 -8.40982 -2.96002 -0.01 -0.01 0.63 0.00
H -7.91245 -10.81706 -2.11501 -0.47 -0.18 0.34 0.00
H -3.08753 -9.46633 -6.99183 0.17 0.27 0.48 0.00
H -8.00271 -14.51838 -6.35179 -0.43 0.51 0.04 0.00
H -5.37759 -6.78432 -6.73439 0.23 0.30 0.14 0.00
H -7.02096 -10.97072 -7.86850 0.91 0.03 -0.45 0.00
H -4.00822 -7.38502 -3.32824 -0.25 -0.34 0.53 0.00
H -6.14328 -11.41551 -2.81517 0.30 -0.31 0.11 0.00
H -9.34237 -12.19382 -8.03116 0.33 -0.25 -0.08 0.00
H -9.04719 -10.50499 -7.81997 0.35 -0.27 -0.01 0.00
H -2.51970 -9.81959 -5.29081 -0.45 0.82 -0.52 0.00
H -10.77710 -11.31306 -2.40412 -0.51 0.00 -0.06 0.00
H -6.60962 -7.98174 -6.69336 0.34 0.19 0.57 0.00
H -11.52991 -11.28575 -6.73031 0.03 0.07 0.13 0.00
H -3.69251 -9.14879 -3.01315 -1.12 0.77 -0.20 0.00
H -5.91352 -13.17728 -8.19393 -0.74 0.82 0.22 0.00
H -6.54468 -15.14768 -7.04052 -0.46 1.04 0.00 0.00
H -5.25998 -13.87666 -5.76241 0.67 0.29 -0.32 0.00
H -5.96279 -15.27749 -4.20654 0.31 -0.19 0.18 0.00
H -8.53477 -12.47988 -1.97279 0.76 -0.25 0.29 0.00
H -5.23480 -13.45172 -2.76765 1.36 0.35 0.23 0.00
H -7.56281 -14.62379 -4.28480 -0.03 0.05 0.13 0.00
H -12.42127 -11.23701 -4.29684 -0.23 -0.13 -0.40 0.00
H -7.59213 -13.37177 -8.74612 0.32 0.22 0.93 0.00



(2)
56
Properties=species:S:1:pos:R:3:forces:R:3:nbo_charge:R:1 method="wB97M-V/def2-TZVPD" lumo_energy_ev="-0.18 / -0.84" orbital_gap_ha="0.1986 / 0.2442" energy_ha=-2414.3736 e_above_lowest_kcal_mol=0.00 multiplicity=5
Os 0.10115 0.22958 1.36628 0.20 1.59 -0.26 0.73
Cl -1.27331 -1.17246 0.30270 -1.27 -1.25 -0.88 -0.43
Cl 0.36189 2.06137 0.09212 0.17 0.59 -0.12 -0.34
S 0.02396 -0.90751 3.26984 -0.03 -1.98 2.21 -0.07
P 0.01048 0.01234 -2.73913 0.10 0.15 -1.75 0.83
N 1.20857 -0.11209 5.51638 -0.76 -0.05 0.02 -0.39
N -1.13866 0.20989 5.45452 0.62 -0.54 -0.03 -0.41
C 0.04137 1.75981 -3.48055 0.04 -0.17 0.32 -0.50
C 1.74963 -0.93651 -4.94163 0.42 -0.03 0.04 -0.62
C 2.39324 -0.71952 4.91316 0.36 -0.07 -0.35 -0.42
C 1.36853 0.37094 6.87847 0.41 -0.03 0.55 -0.42
C 2.27339 -1.64090 -2.58721 0.30 -0.04 -0.20 -0.61
C 0.01015 1.90991 -5.00963 0.00 0.33 0.05 -0.62
C -1.09425 -0.81089 -4.02370 0.36 0.13 0.04 -0.51
C 0.03140 -0.13804 4.88559 -0.09 -0.14 -0.72 0.43
C -2.36485 0.15705 4.65332 0.06 0.03 -0.44 -0.42
C -1.12586 -2.33543 -3.83277 -0.38 0.16 0.05 -0.61
C -1.40247 0.10274 6.89421 -0.41 0.58 0.30 -0.42
C -2.49900 -0.19367 -4.03283 -0.04 -0.43 0.03 -0.62
C 1.67338 -0.53274 -3.46565 -0.09 0.08 0.51 -0.50
C -1.03885 2.64257 -2.84294 0.10 0.17 0.09 -0.62
H -0.34354 1.21499 2.51344 -0.84 1.34 0.74 -0.17
H -2.07669 -0.11729 3.62885 -0.59 0.28 0.45 0.26
H -2.46789 0.34315 6.98881 0.35 -0.14 0.27 0.23
H -1.41473 -2.58256 -2.79996 0.12 -0.09 -0.26 0.22
H -0.63077 -0.61828 -4.99917 -0.23 -0.10 0.18 0.21
H 1.68807 0.08909 1.44068 2.08 -0.58 -0.37 -0.31
H -0.30790 2.93623 -5.23420 0.13 -0.10 -0.09 0.21
H -0.94593 2.63995 -1.74632 -0.28 0.06 -0.64 0.23
H -0.16741 -2.82282 -4.07809 -0.42 0.23 0.26 0.20
H 2.45305 -1.79671 5.14060 -0.05 0.36 -0.04 0.21
H 2.34665 -0.59193 3.82471 0.28 -0.02 0.44 0.26
H -0.83290 0.84056 7.47614 -0.55 -0.45 -0.18 0.21
H -2.04801 2.31785 -3.12384 0.20 0.10 0.12 0.20
H -0.90319 3.67052 -3.21322 -0.14 -0.15 0.20 0.19
H 3.26859 -0.20944 5.32761 -0.15 -0.15 -0.21 0.21
H -3.14939 -0.85576 -4.62294 -0.06 0.23 0.13 0.20
H 0.97620 1.38440 7.00506 0.13 -0.20 -0.15 0.21
H -2.90128 -0.13986 -3.00949 -0.01 0.08 -0.29 0.21
H -1.22784 -0.91551 7.28040 -0.05 0.35 -0.22 0.21
H 1.23017 -1.88234 -5.13143 0.05 0.27 -0.05 0.20
H 0.99575 1.76772 -5.46931 -0.31 -0.03 0.09 0.21
H 2.28943 0.37098 -3.32932 -0.03 -0.22 -0.01 0.21
H 1.02264 2.11334 -3.12204 -0.28 0.11 -0.05 0.21
H -2.83635 1.14412 4.67418 -0.02 -0.18 -0.05 0.21
H -0.72334 1.25180 -5.48751 0.27 0.15 0.01 0.20
H -1.89407 -2.73458 -4.51325 0.21 -0.13 0.20 0.20
H 0.91256 -0.30250 7.61563 0.20 0.24 -0.21 0.21
H 1.76768 -2.60032 -2.76523 0.00 0.21 0.16 0.20
H -3.04687 -0.59833 5.06838 0.21 0.18 -0.15 0.20
H 1.39257 -0.16693 -5.63346 0.01 -0.32 0.20 0.21
H 2.21989 -1.39997 -1.51444 0.01 -0.08 -0.35 0.22
H 2.43591 0.38776 7.08868 -0.08 0.13 -0.01 0.22
H 3.32636 -1.78617 -2.87699 -0.17 -0.04 0.22 0.20
H 2.80687 -1.11272 -5.17765 -0.08 -0.01 -0.06 0.21
H -2.52420 0.80512 -4.49585 0.02 -0.40 0.29 0.21



(3)
51
Properties=species:S:1:pos:R:3:forces:R:3:nbo_charge:R:1 method="wB97M-V/def2-TZVPD" lumo_energy_ev="5.03 / 4.57" orbital_gap_ha="0.1310 / 0.2014" energy_ha=-2563.3505 e_above_lowest_kcal_mol=12.14 total_charge=-2 multiplicity=5
Fe -3.10142 1.33263 6.15754 1.90 1.30 -0.80 -0.22
O -1.30596 2.91864 4.49002 -1.28 -0.23 0.50 -0.57
O -2.32106 3.38869 8.02425 -0.69 0.15 0.12 -0.60
O -0.61782 -0.20900 5.48426 -0.85 1.19 0.07 -0.57
N -4.57491 -2.77178 1.15019 0.63 0.67 0.03 -0.46
N -1.62344 -1.00310 1.40619 0.59 -2.62 1.09 -0.65
C -1.51868 0.36861 5.95045 1.52 -2.69 1.29 0.46
C -1.61635 3.34479 1.10415 0.26 -0.17 -0.13 -0.20
C -0.51974 3.88019 0.40783 -0.24 -0.03 0.06 -0.27
C 1.89909 -0.33845 2.21183 0.72 -0.30 -0.13 -0.23
C -2.10836 2.32966 5.09870 1.74 0.94 -1.11 0.61
C -3.95247 -0.36276 3.75922 0.79 0.04 2.34 -0.18
C 3.06671 -1.08693 2.37598 -0.59 0.32 0.02 -0.24
C -5.22604 1.86185 3.80958 0.24 -0.09 -0.20 -0.39
C -4.67435 2.09416 5.20752 -2.71 0.52 -0.58 -0.44
C -3.79704 -1.89416 1.15681 -0.26 0.17 -0.24 0.25
C -0.52787 1.17608 1.18428 0.39 -0.35 0.26 -0.03
C 0.57239 3.06222 0.09540 -0.16 -0.21 0.21 -0.24
C -2.84856 2.55650 7.40344 1.53 0.13 1.18 0.54
C -2.89301 -0.78219 1.18011 -1.43 0.27 -2.16 -0.11
C 1.83429 -3.12467 1.90333 -0.22 0.58 0.20 -0.23
C -1.61219 2.01179 1.51099 -0.23 0.32 -0.26 -0.23
C -3.82578 -0.57553 5.13648 -1.04 -1.50 -0.78 -0.28
C -5.13045 1.20534 6.26021 -0.36 1.75 -0.38 -0.25
C -0.54179 -0.25766 1.49952 1.24 1.10 0.02 0.22
C 0.55978 1.72378 0.46886 0.08 0.38 -0.17 -0.23
C 3.04029 -2.48032 2.21747 0.14 -0.37 -0.20 -0.29
C 0.69828 -0.97408 1.82402 -0.83 0.90 -0.32 -0.03
C -4.68461 -0.11066 6.20259 -0.42 -1.93 0.10 -0.40
C -4.99336 0.47452 3.16051 -0.64 0.53 -0.59 -0.46
C 0.66563 -2.37795 1.75454 0.51 -0.93 -0.12 -0.24
H -0.28627 -2.85846 1.53168 0.27 0.19 0.06 0.24
H -5.71616 1.59854 7.10259 0.51 -0.35 0.00 0.19
H -4.84569 2.64633 3.14303 0.16 -0.06 -0.02 0.18
H -4.76245 0.62790 2.09718 -0.14 -0.04 0.20 0.20
H -2.44631 1.59787 2.08473 0.32 0.24 -0.12 0.23
H -3.21709 -0.85868 3.15319 -0.07 0.04 0.20 0.22
H -4.65084 3.17766 5.41566 -0.64 -0.41 0.14 0.19
H 4.00109 -0.58242 2.62890 -0.23 -0.12 0.02 0.19
H 1.39275 1.07579 0.18954 -0.31 0.21 0.05 0.21
H 1.92052 0.74377 2.34646 0.01 -0.36 0.05 0.22
H -3.25629 0.14434 0.71113 -0.21 -0.27 0.09 0.17
H -0.52248 4.92554 0.10282 -0.02 -0.16 0.08 0.19
H 1.43510 3.46564 -0.43861 -0.24 -0.07 0.08 0.19
H -3.19616 -1.44244 5.41767 -0.27 0.55 -0.19 0.21
H -6.31551 2.02026 3.84103 -0.01 0.11 -0.07 0.16
H -5.95621 -0.07801 3.15685 0.23 0.06 0.14 0.20
H 1.79068 -4.20717 1.77919 0.09 0.20 0.09 0.19
H -4.90772 -0.82111 7.00670 0.17 0.39 -0.15 0.21
H -2.47827 3.97595 1.32741 0.26 -0.14 0.05 0.20
H 3.95971 -3.06129 2.32197 -0.22 0.15 0.01 0.18